Record 1
The following is a DFT calculation (ωB97M-V/def2-TZVPD) of a molecular structure, C5H11NO in a non-equilibrium geometry.

The geometry in XYZ format:
```
18
Properties=species:S:1:pos:R:3
C 1.240 -0.114 0.539
C 0.274 0.782 -1.938
C 1.141 -1.338 1.402
N -0.126 -0.130 -0.853
C -0.907 0.281 0.085
C -1.447 0.710 1.198
O -2.253 0.162 -1.325
H -2.391 -0.784 -1.473
H 2.028 -0.165 -0.204
H 1.294 0.841 1.061
H 1.348 0.678 -2.102
H 0.032 1.826 -1.732
H -0.254 0.466 -2.832
H -0.848 0.979 2.054
H -2.521 0.780 1.255
H 0.906 -2.216 0.800
H 2.102 -1.525 1.892
H 0.383 -1.233 2.177
```

- Total energy: -326.9003 Eh
- Orbital gap: 8.97 eV
- Spin multiplicity: 1
- Energy above the lowest of the compared OMol25 structures with the same formula, charge and spin: 145.01 kcal per mole

Atomic partial charges in e from the Löwdin method, atoms 1 to 5: number 1, C, carries -0.08; number 2, C, carries -0.07; number 3, C, carries -0.12; number 4, N, carries -0.04; number 5, C, carries -0.29

---

Record 2
The following is a DFT calculation (ωB97M-V/def2-TZVPD) of 2 unconnected molecules or ions with the total composition C5H11NO in a non-equilibrium geometry.

The geometry in XYZ format:
```
18
Properties=species:S:1:pos:R:3
C 1.878 0.210 -0.974
C -1.702 -0.205 0.513
C -1.433 -2.120 -0.998
C 2.483 -0.403 1.527
C -1.284 -0.648 -0.633
N 1.920 0.332 0.229
O 1.038 1.348 0.873
H 2.425 -0.604 -1.444
H -1.792 0.859 0.542
H -2.038 -0.803 1.326
H 0.641 1.833 0.127
H -1.366 -2.825 -0.190
H -2.357 -2.238 -1.478
H -0.708 -2.512 -1.704
H 1.871 -0.350 2.419
H 2.644 -1.558 1.289
H 3.442 0.073 1.734
H -0.969 0.004 -1.381
```

- Total energy: -326.9048 Eh
- Orbital gap: 9.30 eV
- Spin multiplicity: 1
- Energy above the lowest of the compared OMol25 structures with the same formula, charge and spin: 142.16 kcal per mole

Atomic partial charges in e from the Löwdin method, atoms 1 to 5: number 1, C, carries -0.01; number 2, C, carries -0.03; number 3, C, carries -0.10; number 4, C, carries 0.02; number 5, C, carries -0.24

---

Record 3
The following is a DFT calculation (ωB97M-V/def2-TZVPD) of 2 unconnected molecules or ions with the total composition C5H11NO in a non-equilibrium geometry.

The geometry in XYZ format:
```
18
Properties=species:S:1:pos:R:3
C 1.266 -0.585 -1.581
C -0.206 -0.174 -1.336
C -0.469 0.758 -0.194
C -1.493 1.608 -0.206
C 0.347 1.273 1.919
N 0.334 0.487 0.940
H 1.260 -1.236 -2.454
H 1.653 -1.198 -0.775
H 1.843 0.337 -1.606
H -0.670 0.116 -2.267
H -0.724 -1.107 -1.092
H -2.073 1.696 -1.119
H -2.169 1.896 0.596
H 1.004 1.095 2.759
H -0.287 2.156 1.976
H 0.629 -2.061 0.953
H -0.325 -2.313 2.121
O 0.082 -2.746 1.367
```

- Total energy: -327.0392 Eh
- Orbital gap: 9.60 eV
- SMILES: C=NC(=C)CC.O
- Spin multiplicity: 1
- Energy above the lowest of the compared OMol25 structures with the same formula, charge and spin: 57.83 kcal per mole

Atomic partial charges in e from the Löwdin method, atoms 1 to 5: number 1, C, carries -0.10; number 2, C, carries -0.22; number 3, C, carries -0.37; number 4, C, carries 0.05; number 5, C, carries -0.02

---

What is the formula in the third record?
C5H11NO

---

What is the orbital gap in the first record?
8.97 eV